The following is a quantum chemistry calculation of 2 unconnected molecules or ions with the total composition C5H5Cl at a distorted geometry, from the OMol25 dataset.

The value obtained for the strongest force on any atom is 3.83 eV/Å. For the HOMO energy, the calculation gives -9.235 eV. As for the energy above the lowest of the compared OMol25 structures with the same formula, charge and spin: 545.7 kJ/mol.

Last column: Löwdin charge in e.
Element x y z (Å)
C1 -2.378 0.924 1.239  -0.1713
C2 1.540 0.625 -0.646  0.0069
C3 0.244 -1.575 -1.142  -0.7047
C4 0.714 -0.407 -0.761  -0.1987
C5 -1.239 1.497 1.080  0.0798
Cl1 -0.018 -2.744 -0.046  0.6756
H1 -3.401 1.426 1.427  0.0904
H2 -2.477 -0.161 1.049  0.0563
H3 2.526 0.408 -0.980  0.0494
H4 1.347 1.663 -0.493  0.0381
H5 -0.222 -1.740 -2.124  0.0781

The following is a quantum chemistry calculation of C4H6N2 in the gas phase at a distorted geometry, from the OMol25 dataset.

The value obtained for the strongest force on any atom is 3.57 eV/Å. For the HOMO energy, the calculation gives -7.300 eV. Its structure (SMILES) is Nc1ccc[nH]1. As for the energy above the lowest of the compared OMol25 structures with the same formula, charge and spin: 135.6 kJ/mol.

Last column: Löwdin charge in e.
Element x y z (Å)
N1 1.909 -0.061 0.408  0.0892
C1 0.614 0.139 -0.037  -0.4502
C2 -0.225 1.225 -0.115  -0.0658
C3 -1.531 0.663 -0.076  -0.1219
C4 -1.424 -0.715 -0.074  -0.1343
N2 -0.049 -1.042 -0.120  0.0399
H1 2.096 -1.086 0.283  0.0940
H2 2.545 0.618 0.013  0.0906
H3 0.057 2.272 -0.080  0.0937
H4 -2.449 1.251 -0.055  0.0949
H5 -2.210 -1.431 -0.246  0.0881
H6 0.666 -1.831 0.099  0.1818

The following is a quantum chemistry calculation of C6H7F in the gas phase at a distorted geometry, from the OMol25 dataset.

The value obtained for the strongest force on any atom is 3.25 eV/Å. For the HOMO energy, the calculation gives -9.196 eV. Its structure (SMILES) is C=C[C@H]1C(C)=C1F. As for the energy above the lowest of the compared OMol25 structures with the same formula, charge and spin: 305.9 kJ/mol.

Last column: Löwdin charge in e.
Element x y z (Å)
C1 -1.317 -2.251 0.145  -0.0176
C2 -1.018 -0.979 0.077  -0.2024
C3 0.002 -0.329 -0.761  -0.2323
C4 0.759 0.870 -0.138  -0.0988
C5 0.558 2.284 0.273  -0.0591
C6 1.327 -0.322 -0.222  -0.1695
F1 2.443 -1.094 -0.048  0.0701
H1 -1.956 -2.662 1.026  0.0878
H2 -1.033 -2.946 -0.692  0.0760
H3 -1.211 -0.316 0.965  0.1220
H4 -0.175 -0.354 -1.918  0.1563
H5 -0.476 2.682 0.519  0.0938
H6 1.083 2.932 -0.494  0.0947
H7 1.014 2.484 1.268  0.0790

The following is a quantum chemistry calculation of a molecular structure, C18H21InP2 at a distorted geometry, from the OMol25 dataset.

The value obtained for the strongest force on any atom is 2.24 eV/Å. For the HOMO energy (alpha / beta), the calculation gives -5.360 / -5.358 eV. As for the energy above the lowest of the compared OMol25 structures with the same formula, charge and spin: 0.0 kJ/mol.

Last column: Löwdin charge in e.
Element x y z (Å)
C1 3.035 -1.397 -2.173  -0.2837
C2 3.139 -2.758 -2.093  -0.3057
C3 2.185 -3.700 -1.617  -0.1939
C4 0.831 -3.502 -1.232  -0.2990
C5 0.106 -2.341 -1.183  -0.2375
In1 1.293 -0.574 -1.252  0.4986
P1 1.889 1.795 -2.332  0.6906
H1 3.796 -0.813 -2.704  -0.0179
H2 4.055 -3.256 -2.448  0.0856
H3 2.513 -4.745 -1.603  0.0767
H4 -0.976 -2.379 -0.987  -0.0027
H5 0.331 -4.449 -0.964  0.0904
H6 0.878 2.389 -3.151  -0.1107
H7 3.016 1.713 -3.207  -0.0955
H8 2.268 2.840 -1.424  -0.0975
C6 -0.628 2.818 0.624  -0.2378
P2 -0.217 1.060 0.287  0.8912
C7 0.376 0.545 1.945  -0.3714
C8 -0.497 0.484 3.041  -0.0937
C9 0.025 0.364 4.331  -0.0775
C10 1.408 0.324 4.544  -0.0738
C11 2.282 0.411 3.452  -0.0736
C12 1.777 0.512 2.157  -0.1052
C13 -1.845 0.562 -0.445  -0.3806
C14 -2.089 0.987 -1.771  -0.1113
C15 -3.329 0.760 -2.364  -0.0733
C16 -4.332 0.095 -1.645  -0.0768
C17 -4.078 -0.350 -0.345  -0.0756
C18 -2.831 -0.142 0.256  -0.0836
H9 0.255 3.343 1.018  0.0494
H10 -1.423 2.809 1.390  0.0537
H11 -1.005 3.302 -0.287  0.0451
H12 -1.575 0.556 2.880  0.0965
H13 -0.655 0.320 5.181  0.1052
H14 1.808 0.249 5.556  0.1068
H15 3.360 0.412 3.618  0.1098
H16 2.463 0.600 1.305  0.0829
H17 -1.299 1.495 -2.336  0.0786
H18 -3.518 1.106 -3.381  0.1082
H19 -5.308 -0.063 -2.107  0.1060
H20 -4.862 -0.864 0.209  0.1057
H21 -2.620 -0.520 1.257  0.0973

The following is a quantum chemistry calculation of 2 unconnected molecules or ions with the total composition C4H11N2 at a distorted geometry, from the OMol25 dataset.

The value obtained for the strongest force on any atom is 1.36 eV/Å. Its net charge is +1. For the HOMO energy, the calculation gives -12.407 eV. As for the energy above the lowest of the compared OMol25 structures with the same formula, charge and spin: 333.0 kJ/mol.

Last column: Löwdin charge in e.
Element x y z (Å)
C1 0.714 2.496 -1.241  -0.0292
C2 0.010 1.406 -0.600  0.0168
C3 0.070 1.202 0.754  -0.0499
C4 -0.479 0.124 1.394  -0.0418
N1 -0.145 -0.189 2.703  0.0788
N2 -0.515 -3.624 -1.380  0.0178
H1 1.752 2.560 -0.921  0.1163
H2 0.270 3.470 -1.011  0.1337
H3 -0.700 0.796 -1.156  0.1453
H4 -0.838 -3.179 -2.221  -0.0002
H5 0.679 1.905 1.303  0.1404
H6 -1.001 -0.593 0.763  0.1364
H7 0.506 -0.968 2.721  0.1231
H8 -0.878 -0.331 3.400  0.1258
H9 -0.005 -4.476 -1.519  0.0098
H10 0.741 2.405 -2.324  0.1017
H11 -0.181 -3.004 -0.663  -0.0248

The following is a quantum chemistry calculation of a molecular structure, C26H31Cl2HfN6O2SSi at a distorted geometry, from the OMol25 dataset.

The value obtained for the strongest force on any atom is 2.20 eV/Å. Its net charge is +1. For the HOMO energy, the calculation gives -10.831 eV. As for the energy above the lowest of the compared OMol25 structures with the same formula, charge and spin: 89.6 kJ/mol.

Last column: Löwdin charge in e.
Element x y z (Å)
Hf1 0.325 0.036 -0.099  1.5689
C1 1.929 0.906 6.424  -0.0757
C2 2.560 0.615 5.067  -0.2236
N1 2.177 1.609 4.071  0.0017
C3 1.200 1.434 3.171  -0.6432
S1 0.646 2.969 2.405  1.0268
N2 0.693 0.277 2.943  0.0374
N3 -0.289 0.047 2.038  -0.0771
C4 -1.533 0.140 2.359  -0.2316
C5 -2.009 0.539 3.715  0.0111
C6 -2.482 -0.195 1.279  -0.1941
C7 -3.815 -0.484 1.526  0.0179
C8 -4.651 -0.773 0.459  -0.0163
C9 -4.138 -0.743 -0.827  -0.0134
C10 -2.797 -0.443 -0.994  -0.0814
N4 -1.983 -0.185 0.028  0.0188
H1 2.217 0.142 7.146  0.0783
H2 0.841 0.918 6.353  0.0688
H3 2.259 1.873 6.804  0.0764
H4 2.253 -0.358 4.691  0.1075
H5 3.647 0.620 5.151  0.1199
H6 2.475 2.559 4.213  0.1214
H7 -1.245 1.125 4.217  0.0687
H8 -2.204 -0.348 4.323  0.1105
H9 -2.922 1.128 3.651  0.0967
H10 -4.191 -0.492 2.539  0.1218
H11 -5.692 -1.012 0.631  0.1235
H12 -4.762 -0.942 -1.686  0.1200
H13 -2.351 -0.396 -1.981  0.1184
Cl1 5.747 4.575 -0.111  0.7050
C11 4.672 3.247 0.134  -0.6622
C12 5.181 1.966 0.277  -0.1113
C13 4.304 0.912 0.432  -0.5761
Cl2 4.923 -0.681 0.667  0.7499
C14 2.910 1.089 0.436  -0.3501
O1 2.111 0.008 0.520  -0.2487
C15 2.424 2.408 0.363  -0.1963
C16 0.953 2.746 0.533  -0.5710
O2 0.029 1.915 -0.034  -0.3127
C17 3.310 3.466 0.196  -0.0629
H14 6.247 1.789 0.271  0.1138
H15 0.783 3.787 0.240  0.1102
H16 2.928 4.475 0.113  0.1235
C18 -0.128 -3.586 1.448  -0.0085
C19 -0.190 -3.368 -0.038  -0.2939
C20 -0.449 -4.392 -0.924  -0.0226
C21 -0.465 -4.115 -2.291  -0.0277
C22 -0.208 -2.841 -2.744  -0.0032
C23 0.064 -1.834 -1.810  -0.4544
N5 0.047 -2.117 -0.474  0.0187
N6 0.321 -0.517 -2.084  -0.1870
Si1 1.638 -0.066 -3.166  0.4508
C24 1.777 1.809 -2.986  -0.1411
C25 3.172 -0.991 -2.563  -0.1552
C26 1.322 -0.505 -4.968  -0.1749
H17 -1.040 -4.055 1.817  0.0897
H18 0.031 -2.638 1.959  0.0577
H19 0.704 -4.248 1.692  0.0951
H20 -0.631 -5.392 -0.558  0.1200
H21 -0.677 -4.907 -2.997  0.1198
H22 -0.221 -2.589 -3.795  0.1049
H23 1.193 2.178 -2.148  0.0001
H24 1.407 2.307 -3.884  0.0393
H25 2.816 2.116 -2.847  0.0400
H26 3.099 -1.197 -1.496  -0.0102
H27 4.087 -0.423 -2.736  0.0402
H28 3.279 -1.949 -3.077  0.0377
H29 0.364 -0.116 -5.319  0.0354
H30 1.341 -1.583 -5.134  0.0207
H31 2.107 -0.067 -5.589  0.0390